1.
Molecular formula: C47H31B6N3O50Y2
Method: DFT, the ωB97M-V functional and the def2-TZVPD basis

```
139
Properties=species:S:1:pos:R:3:forces:R:3:mulliken_charge:R:1
Y 0.8261 10.8111 -3.3896 0.0 -0.2 0.0 1.021
Y -7.5152 -2.1983 5.3824 0.2 0.0 0.0 1.016
O -8.5020 -5.7488 -2.3886 1.6 -1.8 0.7 -0.488
C -7.6582 -6.6082 -2.1938 -2.3 3.9 0.0 0.622
O -7.3737 -7.6058 -2.9255 0.8 -1.1 -0.3 -0.434
B -6.1746 -8.2682 -2.3864 0.7 -0.3 0.2 0.954
O -5.7699 -7.5042 -1.1720 0.2 -1.0 -0.6 -0.386
C -6.5940 -6.5607 -0.9779 -1.1 2.8 4.2 0.686
O -6.6517 -5.8204 0.0250 0.0 -1.9 -3.5 -0.544
O -5.0083 -8.2180 -3.2624 -0.3 -1.3 -0.6 -0.425
C -4.6999 -9.4737 -3.5896 4.0 0.0 -2.4 0.657
O -3.6966 -9.8295 -4.2430 -3.8 1.2 2.3 -0.506
C -5.6979 -10.4383 -2.8852 0.8 -2.6 0.8 0.549
O -6.4738 -9.6625 -2.0782 0.9 -1.3 -1.3 -0.409
O -5.5472 -11.6527 -2.9757 -1.4 3.5 0.6 -0.475
O 2.8906 3.6305 -14.3076 -2.5 1.8 2.5 -0.521
C 2.1213 4.0400 -13.4312 2.7 -1.5 -1.1 0.603
O 2.0084 5.2032 -12.8388 0.2 1.2 -0.5 -0.437
B 0.9206 5.2576 -11.8431 -1.1 0.5 0.7 0.905
O 0.4544 3.8481 -11.7400 1.4 0.7 -0.5 -0.387
C 1.1854 3.1434 -12.5941 -3.2 -4.8 -0.8 0.658
O 0.9441 1.9432 -12.8287 1.4 3.4 0.8 -0.504
O 1.3285 5.8134 -10.4995 1.0 -1.0 -0.5 -0.457
C 0.6598 6.8656 -10.1590 0.6 2.0 4.3 0.676
O 0.7506 7.5210 -9.0835 -0.1 -2.3 -3.9 -0.619
C -0.3519 7.1183 -11.2509 -2.6 1.2 -1.0 0.599
O -0.2254 6.1828 -12.1983 1.0 0.0 0.5 -0.438
O -1.2076 7.9792 -11.2011 1.4 -1.2 -0.3 -0.527
O -3.7577 4.3482 5.6053 0.5 1.7 0.2 -0.556
C -3.2530 5.4557 5.6104 -1.0 -2.5 -0.2 0.657
O -2.0281 5.7297 5.3075 1.6 0.0 -1.0 -0.432
B -1.8029 7.1728 5.1302 -1.9 -0.3 1.0 0.800
O -2.9622 7.7332 5.9204 -0.6 -0.7 -0.9 -0.404
C -3.9404 6.7724 6.0066 0.7 1.5 0.5 0.564
O -5.0574 6.8853 6.3920 0.3 0.2 -0.2 -0.478
O -0.5015 7.6309 5.6087 -2.8 -2.2 3.1 -0.394
C 0.1336 8.1657 4.6974 3.8 2.8 -2.6 0.618
O 1.2164 8.6869 4.7610 -0.3 -0.2 -0.2 -0.552
C -0.7174 8.1169 3.3950 2.4 1.4 -5.6 0.698
O -1.8262 7.5663 3.6665 -1.4 -0.8 1.4 -0.344
O -0.3246 8.4665 2.2401 -1.3 -0.9 4.3 -0.615
O 1.7239 1.6646 -3.2653 -1.5 0.3 1.9 -0.536
C 1.1009 1.8543 -2.2264 3.0 -1.2 -3.7 0.569
O 0.8956 0.9513 -1.3077 -1.1 0.3 1.1 -0.414
B 0.1756 1.6249 -0.1911 -0.1 0.1 0.1 0.906
O 0.0505 3.0204 -0.6243 -0.2 0.4 0.2 -0.391
C 0.6643 3.2227 -1.7642 0.9 4.8 -0.8 0.680
O 0.9596 4.3392 -2.2740 -1.4 -4.4 1.8 -0.596
O 0.9406 1.5461 1.0808 -0.2 -0.1 -1.0 -0.395
C 0.2586 0.8764 1.9509 0.7 -0.4 3.1 0.655
O 0.5982 0.6248 3.0877 -0.6 0.1 -1.6 -0.514
C -1.1673 0.5367 1.3731 -2.8 -0.9 0.2 0.625
O -1.1606 1.0678 0.1519 0.2 -0.6 0.5 -0.386
O -2.1033 -0.0268 1.9469 3.0 1.7 -1.7 -0.552
O -4.4666 -7.9140 5.3074 2.4 -5.5 0.0 -0.630
C -4.0013 -9.1094 5.3406 -2.9 4.5 -0.1 0.641
O -4.5451 -10.1632 4.7359 0.2 0.4 0.2 -0.432
B -3.8431 -11.3743 5.1516 0.2 -0.4 0.6 0.868
O -2.8411 -11.0070 6.1354 -0.2 2.1 -0.5 -0.395
C -2.8636 -9.6366 6.2176 2.8 1.0 2.6 0.564
O -2.1174 -8.9510 6.9277 -2.3 -2.2 -2.3 -0.566
O -4.7402 -12.4175 5.8132 -0.4 0.2 0.1 -0.394
C -4.8877 -13.4620 5.0869 -3.2 -3.6 0.2 0.665
O -5.6029 -14.4938 5.2073 2.9 4.1 -0.1 -0.500
C -4.0173 -13.2178 3.7997 2.2 -1.4 -3.4 0.629
O -3.3158 -12.0916 3.9784 -1.2 -1.3 -0.1 -0.377
O -3.9266 -13.9875 2.8444 -0.5 2.2 2.7 -0.464
O -5.3358 5.0456 -4.7813 -2.5 0.2 4.9 -0.541
C -5.8751 5.1472 -3.6347 0.8 -1.4 -5.6 0.584
O -6.9679 4.4964 -3.1894 1.5 0.9 -0.2 -0.376
B -7.0565 4.7527 -1.7470 -0.8 -0.5 0.3 0.829
O -6.0800 5.8257 -1.4418 0.3 -0.2 -1.3 -0.389
C -5.3908 6.0887 -2.5737 3.0 3.0 1.8 0.656
O -4.4784 6.9324 -2.6955 -3.2 -2.8 0.4 -0.586
O -6.8149 3.4432 -1.0401 0.1 -0.1 1.0 -0.401
C -7.6935 3.2744 -0.0660 1.8 -2.9 2.6 0.647
O -7.6933 2.4567 0.8787 0.3 2.3 -3.3 -0.572
C -8.7382 4.3323 -0.2278 -3.2 1.4 0.4 0.619
O -8.4267 5.0966 -1.2641 0.5 0.0 0.3 -0.433
O -9.7424 4.4007 0.4532 1.6 0.1 -1.0 -0.516
C 2.3581 -7.8670 2.0425 -1.1 0.5 0.4 -0.500
C 2.9568 -7.5185 3.4300 -0.8 0.1 -1.5 -0.421
C 2.7951 -5.9837 3.4974 -0.6 -0.8 0.7 -0.463
O 1.5267 -5.7170 2.8086 1.8 -0.4 0.5 -0.348
C 1.4207 -6.6501 1.7219 0.5 -0.3 0.6 -0.364
H 1.6570 -8.6731 2.2589 0.4 -0.5 -0.7 0.205
H 3.1181 -8.1601 1.3183 -0.3 0.3 -0.2 0.372
H 3.9330 -8.0020 3.4656 0.1 0.6 0.6 0.325
H 2.2252 -8.0188 4.0645 0.6 0.4 0.9 0.221
H 3.6301 -5.3903 3.1248 0.0 -0.1 -0.8 0.288
H 2.7341 -5.6769 4.5416 -0.6 0.2 0.0 0.314
H 1.6466 -6.1247 0.7939 0.0 -0.1 -0.2 0.269
H 0.3780 -6.9670 1.7443 0.0 0.1 -0.4 0.253
C 6.5010 4.5281 3.3245 -0.8 1.5 1.4 -0.445
C 6.9128 3.2754 2.6581 0.0 -0.8 -0.8 -0.350
C 8.4325 3.2829 2.7172 1.1 0.4 0.3 -0.452
O 8.6814 3.8809 3.9671 -0.5 1.2 1.8 -0.410
C 7.7167 4.9588 4.1444 0.2 -0.4 -0.4 -0.427
H 5.6693 4.4043 4.0181 -0.2 -0.3 -0.2 0.218
H 6.1454 5.2817 2.6219 0.4 0.1 -0.1 0.316
H 6.4051 3.2956 1.6938 0.4 -0.9 -0.2 0.283
H 6.6089 2.4490 3.3005 -0.2 -0.3 -0.5 0.221
H 9.0727 3.8932 2.0803 -0.8 0.2 -1.3 0.255
H 8.9572 2.3277 2.7351 -0.5 -0.3 0.0 0.258
H 8.0380 5.9327 3.7751 0.7 0.0 -0.1 0.227
H 7.4860 5.1042 5.1997 0.3 -0.4 0.0 0.314
N 5.9164 9.1077 -2.5250 4.1 -0.4 0.0 -0.525
C 6.7338 9.5285 -1.4513 -0.6 -0.7 -1.8 -0.104
C 8.0561 9.1687 -1.2976 -0.4 0.1 0.8 -0.340
C 8.6707 8.3486 -2.1859 1.2 -0.6 -1.2 -0.140
C 8.0487 7.9668 -3.3487 -2.6 0.7 0.5 -0.426
C 6.6657 8.3784 -3.4826 -0.1 0.1 2.3 -0.160
H 6.4294 10.1699 -0.6374 -1.3 0.1 -0.3 0.314
H 8.6158 9.4320 -0.4122 -0.2 0.4 0.1 0.325
H 9.6874 8.0277 -2.0137 0.1 -0.1 0.1 0.349
H 8.5401 7.2675 -4.0089 -0.3 0.2 -0.4 0.357
H 6.0745 7.9379 -4.2718 -0.1 0.3 -0.2 0.351
N -4.6490 -1.8793 10.0941 1.4 0.3 2.4 -0.564
C -3.2707 -1.9342 10.2789 -2.3 -0.6 -1.0 -0.133
C -2.6133 -1.8699 11.4967 -0.5 0.0 -0.4 -0.429
C -3.3978 -1.7175 12.6140 0.2 0.0 1.4 -0.187
C -4.7751 -1.6937 12.5173 0.9 -0.1 0.6 -0.325
C -5.3222 -1.7635 11.2886 -0.1 0.7 -2.3 -0.059
H -2.7347 -2.1193 9.3597 0.2 0.2 -0.1 0.362
H -1.5410 -1.9826 11.5579 0.0 0.2 0.0 0.358
H -2.9401 -1.6150 13.5868 0.2 -0.1 0.1 0.352
H -5.4990 -1.6202 13.3154 0.5 0.2 0.5 0.337
H -6.3684 -1.5106 11.3776 -0.6 -0.6 -1.3 0.289
N 4.9538 -3.3718 -10.1591 3.1 0.0 0.6 -0.528
C 5.1602 -2.6956 -8.9983 -0.8 -0.2 -0.2 -0.042
C 6.3484 -2.3776 -8.3521 2.2 -1.5 -1.1 -0.317
C 7.5641 -2.8902 -8.9131 -2.1 -0.3 0.0 -0.298
C 7.3944 -3.7236 -10.0334 0.2 1.2 -0.1 -0.288
C 6.1560 -3.8567 -10.6633 -1.7 0.1 1.6 -0.135
H 4.3140 -2.4048 -8.3936 -0.7 0.0 -0.6 0.333
H 6.3195 -1.9427 -7.3639 0.0 0.3 -0.2 0.342
H 8.5201 -2.7428 -8.4328 0.1 0.0 -0.1 0.380
H 8.2061 -4.2026 -10.5608 0.3 0.0 0.3 0.329
H 6.1349 -4.5525 -11.4891 -0.5 0.3 -0.4 0.333
```
Forces are in eV/Å.

## Properties
Frontier orbital gap: 0.77 eV
Multiplicity: 1
LUMO: -0.321 Ha

2.
Molecular formula: C47H33F12MnN3O4PSe2
Method: DFT, the ωB97M-V functional and the def2-TZVPD basis

```
103
Properties=species:S:1:pos:R:3:forces:R:3:mulliken_charge:R:1
Mn -0.5432 0.4315 0.2212 0.1 -0.1 0.0 -0.334
C 3.8386 3.6177 4.5039 0.1 0.0 0.1 -1.668
C 3.1871 2.8598 3.3847 0.0 0.0 -0.2 0.418
C 3.5366 3.0939 2.0535 -0.1 -0.1 0.1 -1.165
C 2.9123 2.4175 1.0308 0.0 0.0 0.1 -0.148
C 1.9138 1.4585 1.2781 0.1 0.0 0.1 -0.065
N 1.3204 0.8153 0.1980 -0.1 -0.1 -0.1 1.814
C 2.0981 0.4507 -0.9005 -0.1 0.0 0.1 0.174
C 3.4076 0.0055 -0.6723 0.0 -0.1 -0.1 0.114
C 4.1916 -0.4791 -1.6926 -0.1 0.0 -0.1 -1.304
C 3.6949 -0.5603 -2.9928 0.1 0.0 0.1 0.587
C 4.5064 -1.1590 -4.1066 0.1 0.0 -0.1 -1.532
C 2.4116 -0.0983 -3.2224 0.0 0.0 0.0 -0.713
C 1.6017 0.4203 -2.2129 0.1 0.0 0.1 -1.772
C 0.2292 1.0192 -2.5272 -0.1 -0.1 -0.1 1.927
O -0.7182 0.9302 -1.5438 0.1 0.1 0.0 0.203
C 0.4320 2.5235 -2.8386 0.1 0.3 -0.2 0.344
F 1.0140 3.1511 -1.8059 0.0 -0.1 0.0 -0.169
F -0.7280 3.1572 -3.0814 0.1 -0.1 0.0 -0.176
F 1.2243 2.7368 -3.9118 0.0 0.0 0.1 -0.306
C -0.4476 0.3227 -3.7519 0.0 0.0 -0.1 0.183
F -0.4676 -1.0032 -3.5704 0.0 0.0 0.0 -0.062
F -1.7134 0.7259 -3.9013 0.0 0.0 0.0 -0.216
F 0.1548 0.5560 -4.9457 -0.1 0.0 0.1 -0.282
C 1.5239 1.2511 2.6105 0.1 0.1 0.0 -1.085
C 2.1856 1.9410 3.6262 -0.1 -0.1 0.0 -0.811
C 0.4394 0.2426 2.9769 0.0 -0.1 0.1 1.971
O -0.4306 -0.0894 1.9856 -0.1 0.0 -0.1 -0.458
C -0.4409 0.7345 4.1898 -0.1 0.0 0.1 0.423
F -1.6512 0.1715 4.1621 0.1 0.0 0.0 -0.223
F 0.0980 0.4289 5.3964 0.0 0.0 -0.1 -0.302
F -0.6310 2.0629 4.1929 0.0 0.0 -0.1 -0.241
C 1.1479 -1.0815 3.4025 0.1 -0.1 0.0 0.179
F 2.0879 -0.9041 4.3607 -0.1 0.0 -0.1 -0.315
F 0.2677 -1.9836 3.8718 0.0 0.1 0.0 -0.319
F 1.7643 -1.6259 2.3550 0.0 0.1 0.3 -0.088
H 4.8717 3.8678 4.2600 0.0 0.0 0.0 0.399
H 3.8442 3.0395 5.4278 0.0 0.0 0.0 0.398
H 3.3153 4.5546 4.7052 0.0 0.0 0.0 0.278
H 4.3029 3.8211 1.8134 0.0 0.0 0.0 0.361
H 3.1916 2.6103 0.0042 0.0 0.0 0.0 0.557
H 3.7751 -0.0124 0.3446 0.0 0.0 0.0 0.585
H 5.1908 -0.8351 -1.4699 0.0 0.0 0.0 0.303
H 5.5559 -1.2464 -3.8222 0.0 0.0 0.0 0.405
H 4.4578 -0.5509 -5.0116 0.0 0.0 0.0 0.379
H 4.1493 -2.1589 -4.3651 0.0 0.0 0.0 0.201
H 2.0335 -0.1400 -4.2333 0.0 0.0 0.0 0.615
H 1.9032 1.7432 4.6520 0.0 0.0 0.0 0.510
Se -3.1236 0.5750 0.3412 -0.2 -0.1 -0.1 -0.365
P -2.9023 2.6980 0.5502 0.1 0.0 0.1 0.655
Se -0.7793 2.9385 0.9361 -0.1 -0.1 0.0 -0.111
C -3.3578 3.6241 -0.9355 0.0 0.1 0.0 0.608
C -2.7196 4.8227 -1.2389 0.0 0.0 -0.1 -0.234
C -3.0855 5.5389 -2.3673 0.0 0.0 0.0 -0.785
C -4.0781 5.0489 -3.2050 0.0 0.1 0.0 -0.490
C -4.6990 3.8434 -2.9164 0.0 0.0 0.0 -0.673
C -4.3417 3.1304 -1.7825 0.0 -0.1 0.0 -0.498
C -3.9202 3.3919 1.8814 0.0 0.1 0.0 0.807
C -4.3918 2.5562 2.8861 0.1 0.0 0.1 -0.408
C -5.1366 3.0816 3.9323 0.0 0.0 0.0 -0.771
C -5.4066 4.4402 3.9823 0.0 0.0 0.0 -0.421
C -4.9289 5.2797 2.9836 0.0 0.0 0.1 -0.675
C -4.1900 4.7579 1.9363 0.0 0.0 -0.1 -0.521
H -1.9050 5.1741 -0.6182 0.0 0.0 0.0 0.399
H -2.5761 6.4634 -2.6061 0.0 0.0 0.0 0.382
H -4.3513 5.5983 -4.0974 0.0 0.0 0.0 0.378
H -5.4536 3.4478 -3.5838 0.0 0.0 0.0 0.395
H -4.7982 2.1702 -1.5730 0.0 0.0 0.0 0.407
H -4.1601 1.4991 2.8510 0.0 0.0 0.0 0.213
H -5.5005 2.4246 4.7116 0.0 0.0 0.0 0.406
H -5.9900 4.8475 4.7986 0.0 0.0 0.0 0.367
H -5.1337 6.3421 3.0224 0.0 0.0 0.0 0.399
H -3.8318 5.4173 1.1564 0.0 0.0 0.0 0.337
O -2.9733 -1.9131 -0.5683 -0.1 -0.2 0.0 -0.816
C -1.8317 -2.3366 -0.5841 0.1 0.0 -0.1 -0.727
N -1.5238 -3.6482 -0.8657 -0.1 0.1 0.0 0.165
C -0.1315 -3.9286 -0.6625 0.0 0.0 -0.1 3.474
C 0.3701 -2.4931 -0.3229 0.2 -0.1 0.2 -1.383
O 1.5302 -2.2600 -0.0630 0.1 0.0 -0.4 -0.342
N -0.6709 -1.6318 -0.3424 -0.1 0.6 0.3 0.976
C 0.5511 -4.4347 -1.9382 0.0 -0.1 0.0 -0.372
C 1.9303 -4.3539 -2.1173 -0.1 0.0 0.0 0.405
C 2.5150 -4.8319 -3.2784 0.1 0.0 0.0 -0.970
C 1.7413 -5.4041 -4.2779 0.0 0.0 0.0 -0.598
C 0.3699 -5.4905 -4.1050 0.0 0.0 0.0 -0.940
C -0.2168 -5.0067 -2.9454 0.0 0.0 0.0 -0.336
C 0.1307 -4.8744 0.5084 0.1 -0.1 0.0 -0.027
C 1.3901 -4.9385 1.1030 -0.1 0.0 0.0 0.337
C 1.6310 -5.8160 2.1471 0.1 0.0 0.0 -1.181
C 0.6282 -6.6534 2.6116 0.0 0.0 0.0 -0.516
C -0.6261 -6.5949 2.0288 0.0 0.0 0.0 -0.954
C -0.8710 -5.7092 0.9884 0.0 0.0 0.0 -0.383
H -2.2790 -4.3081 -0.8889 0.1 -0.1 0.0 0.357
H 2.5406 -3.8822 -1.3632 0.0 0.0 0.0 0.155
H 3.5876 -4.7477 -3.4036 0.0 0.0 0.0 0.431
H 2.2033 -5.7671 -5.1864 0.0 0.0 0.0 0.403
H -0.2518 -5.9279 -4.8760 0.0 0.0 0.0 0.403
H -1.2911 -5.0566 -2.8351 0.0 0.0 0.0 0.325
H 2.1634 -4.2655 0.7690 0.1 0.0 0.0 0.308
H 2.6103 -5.8359 2.6085 0.0 0.0 0.0 0.403
H 0.8205 -7.3374 3.4285 0.0 0.0 0.0 0.400
H -1.4261 -7.2311 2.3852 0.0 0.0 0.0 0.401
H -1.8681 -5.6674 0.5726 0.0 0.0 0.0 0.230
```
Forces are in eV/Å.

## Properties
Frontier orbital gap (alpha / beta): 4.98 / 7.01 eV
Multiplicity: 4
Expectation value of S²: 4.14
LUMO (alpha / beta): 0.015 / 0.086 Ha
Charge: -1